{
  "formula": "C19H42P2SiTc",
  "method": "ωB97M-V/def2-TZVPD",
  "elements": ["P", "P", "C", "C", "H", "H", "H", "H", "C", "H", "H", "H", "C", "H", "H", "H", "C", "H", "H", "H", "C", "H", "H", "H", "Tc", "C", "C", "C", "C", "C", "C", "C", "C", "C", "H", "H", "H", "H", "H", "H", "H", "H", "H", "H", "H", "H", "H", "H", "H", "C", "Si", "C", "C", "C", "H", "H", "H", "H", "H", "H", "H", "H", "H", "H", "H"],
  "positions_angstrom": [[-0.362, -0.604, 2.129], [0.167, -0.521, -2.110], [-1.618, 0.640, -0.491], [-1.727, 0.109, -1.947], [-1.301, 1.674, -0.652], [-2.651, 0.680, -0.074], [-2.378, -0.789, -2.012], [-1.865, 0.854, -2.759], [1.815, 0.047, -2.655], [2.275, -0.859, -3.039], [2.457, 0.405, -1.832], [1.678, 0.821, -3.409], [-0.153, -1.683, -3.457], [-0.053, -1.029, -4.347], [-1.186, -2.048, -3.475], [0.566, -2.489, -3.517], [0.261, 0.672, 3.248], [0.172, 0.297, 4.250], [-0.316, 1.588, 3.092], [1.310, 0.826, 2.995], [-2.171, -0.679, 2.319], [-2.627, -1.116, 1.424], [-2.553, 0.333, 2.429], [-2.482, -1.285, 3.180], [0.117, 1.282, 0.390], [-0.570, 3.095, -1.934], [0.609, 2.821, -1.248], [1.314, 4.123, -0.732], [0.432, 4.587, 0.407], [-0.139, 3.369, 1.137], [-1.440, 3.025, 0.982], [-2.339, 3.689, -0.074], [-1.583, 4.047, -1.418], [0.093, -2.036, 3.268], [-0.862, 2.584, -2.889], [1.285, 1.956, -1.392], [1.338, 4.857, -1.529], [2.325, 3.911, -0.347], [0.969, 5.253, 1.054], [-0.355, 5.253, 0.038], [0.581, 2.773, 1.756], [-1.915, 2.283, 1.615], [-2.808, 4.619, 0.311], [-3.140, 3.018, -0.344], [-2.372, 4.105, -2.163], [-1.294, 5.112, -1.406], [-0.196, -3.024, 2.933], [-0.451, -1.777, 4.172], [1.156, -2.030, 3.511], [-0.246, -4.606, 0.523], [1.326, -3.665, 0.130], [2.587, -3.825, 1.522], [2.058, -5.041, -0.992], [0.691, -0.747, -0.246], [0.164, -5.604, 0.724], [-0.898, -4.661, -0.359], [-0.807, -4.231, 1.385], [2.878, -4.877, 1.449], [3.480, -3.206, 1.354], [2.199, -3.627, 2.522], [1.369, -5.318, -1.806], [3.073, -4.819, -1.373], [2.077, -5.820, -0.205], [1.789, -1.005, -0.151], [0.247, -1.686, 0.132]],
  "forces_ev_per_a": [[-0.56, 1.04, 1.72], [-0.41, -1.52, 1.78], [-1.78, 0.38, -1.61], [2.93, -0.21, 1.18], [-1.34, 0.73, -0.70], [0.93, -0.22, 0.37], [0.65, 0.52, -0.38], [-0.45, -0.51, 0.68], [-0.34, 1.25, -0.04], [-0.05, -0.01, -0.32], [-0.50, -0.03, -0.35], [0.59, -0.13, -0.29], [-0.24, -0.05, -0.30], [0.09, -0.36, 0.23], [0.36, -0.12, 0.20], [0.09, -0.19, -0.11], [-0.47, 0.01, 0.22], [0.10, 0.39, 0.79], [0.16, -0.03, 0.46], [0.11, 0.13, 0.22], [-0.25, -0.26, -0.07], [0.10, 0.06, 0.16], [-0.14, 0.06, 0.02], [0.18, 0.23, -0.14], [-0.71, -4.74, -0.62], [1.03, -1.21, 0.00], [0.83, 1.92, -1.52], [-0.58, -1.41, 0.89], [-0.29, 0.36, 0.47], [0.40, 1.95, 0.49], [-0.37, 0.74, 0.28], [1.13, 0.21, 0.27], [-1.30, 1.44, -0.89], [0.66, 0.26, -0.86], [0.26, -0.09, 1.30], [-0.25, 0.44, -1.01], [0.33, 0.04, -0.12], [-0.28, -0.01, -0.44], [0.49, 0.02, 0.78], [0.18, -0.52, 0.43], [-0.56, 1.31, 0.62], [-0.08, 0.03, 0.10], [0.38, -0.54, -0.14], [-0.29, -0.22, 0.19], [-0.23, -0.25, -0.17], [0.38, -0.58, 0.05], [-0.07, 0.00, -0.18], [-0.18, 0.04, 0.03], [-0.06, 0.04, -0.17], [-0.36, 0.56, 0.25], [0.98, -2.28, -0.56], [-0.06, 0.64, 0.27], [-0.05, 0.92, -0.30], [0.36, -0.73, -2.48], [-0.41, 0.08, 0.15], [0.09, -0.05, 0.30], [-0.12, -0.33, -0.20], [0.10, 0.15, 0.23], [-0.19, -0.21, 0.09], [0.18, -0.06, -0.06], [0.45, -0.07, 0.28], [-0.53, -0.37, 0.17], [0.22, 0.03, -0.79], [-0.89, 0.54, -0.44], [-0.35, 0.80, -0.39]],
  "lowdin_spin": [-0.05, 0.01, 0.15, 0.02, 0.03, 0.00, 0.00, 0.01, 0.00, 0.00, 0.00, 0.00, 0.01, 0.00, 0.00, 0.00, 0.02, 0.00, 0.00, 0.01, 0.00, 0.00, 0.00, 0.00, 1.76, 0.07, 0.00, 0.00, 0.00, -0.01, 0.05, 0.01, 0.01, -0.01, 0.00, 0.01, 0.00, 0.00, 0.00, 0.00, 0.00, 0.01, 0.00, 0.00, 0.00, 0.00, 0.00, 0.00, 0.00, 0.08, 0.45, 0.08, 0.07, 0.04, 0.01, 0.00, 0.00, 0.01, 0.00, 0.00, 0.00, 0.00, 0.01, 0.02, 0.06],
  "multiplicity": 4,
  "gap_ev": [4.68, 6.88],
  "charge": 2,
  "homo_energy_ha": [-0.4461, -0.5199]
}

{
  "formula": "C19H43AsCl10F6N3O4",
  "method": "ωB97M-V/def2-TZVPD",
  "elements": ["As", "F", "F", "F", "F", "F", "F", "Cl", "C", "C", "Cl", "H", "H", "H", "H", "Cl", "C", "C", "Cl", "H", "H", "H", "H", "Cl", "C", "C", "Cl", "H", "H", "H", "H", "Cl", "C", "C", "Cl", "H", "H", "H", "H", "Cl", "C", "C", "Cl", "H", "H", "H", "H", "C", "C", "C", "O", "H", "H", "H", "H", "H", "H", "H", "H", "O", "C", "N", "C", "H", "H", "H", "H", "H", "O", "C", "N", "C", "H", "H", "H", "H", "H", "O", "C", "N", "C", "H", "H", "H", "H", "H"],
  "positions_angstrom": [[3.899, 1.916, -29.432], [2.450, 2.813, -30.022], [4.043, 1.176, -31.080], [5.390, 1.130, -28.822], [3.585, 2.837, -27.880], [2.972, 0.508, -28.778], [4.816, 3.375, -30.051], [7.252, 1.518, -34.517], [6.535, 1.171, -32.932], [7.485, 1.774, -31.830], [8.966, 0.818, -31.754], [6.395, 0.104, -32.760], [5.569, 1.674, -32.903], [7.024, 1.702, -30.846], [7.871, 2.774, -32.029], [10.046, 3.981, -27.466], [9.342, 2.378, -27.309], [7.755, 2.376, -27.381], [7.167, 3.272, -25.938], [9.607, 1.916, -26.358], [9.946, 1.935, -28.101], [7.412, 1.343, -27.317], [7.338, 2.766, -28.309], [2.115, 2.184, -36.216], [2.985, 2.171, -34.715], [2.606, 3.093, -33.481], [2.293, 4.676, -33.977], [4.030, 2.354, -34.966], [3.014, 1.140, -34.363], [3.392, 3.142, -32.727], [1.817, 2.656, -32.869], [-0.920, 5.341, -28.232], [-0.583, 4.517, -29.838], [0.397, 5.288, -30.719], [-0.388, 6.729, -31.519], [-1.493, 4.149, -30.312], [-0.058, 3.603, -29.560], [0.798, 4.657, -31.513], [1.278, 5.555, -30.135], [-2.059, 0.598, -31.093], [-0.732, -0.487, -30.485], [0.651, -0.090, -31.014], [0.749, -0.120, -32.815], [-1.081, -1.470, -30.801], [-0.705, -0.404, -29.398], [1.408, -0.739, -30.575], [0.915, 0.914, -30.684], [-1.480, 0.960, -26.395], [-0.198, 1.654, -26.978], [0.341, 2.711, -26.069], [0.797, 0.668, -27.166], [-1.225, 0.526, -25.428], [-1.736, 0.126, -27.049], [-2.316, 1.655, -26.322], [-0.438, 2.131, -27.928], [0.940, 3.434, -26.623], [0.893, 2.371, -25.193], [-0.454, 3.390, -25.761], [1.584, 1.100, -27.507], [2.655, 7.305, -27.368], [2.144, 6.756, -26.409], [2.766, 5.653, -26.029], [0.881, 7.172, -25.676], [3.662, 5.388, -26.414], [2.419, 5.251, -25.170], [1.182, 7.974, -25.002], [0.443, 6.366, -25.088], [0.096, 7.586, -26.308], [4.055, -4.129, -28.037], [3.876, -2.928, -27.847], [4.333, -2.055, -28.667], [3.210, -2.414, -26.624], [4.987, -2.453, -29.326], [4.089, -1.075, -28.704], [2.164, -2.317, -26.913], [3.468, -1.417, -26.265], [3.267, -3.080, -25.762], [6.742, 7.413, -27.918], [6.638, 6.439, -28.660], [5.465, 5.855, -28.666], [7.666, 5.959, -29.640], [5.391, 5.035, -29.250], [4.682, 6.013, -28.047], [8.271, 5.160, -29.213], [8.286, 6.817, -29.897], [7.172, 5.532, -30.513]],
  "forces_ev_per_a": [[-0.33, 2.24, -0.04], [0.73, -1.45, 0.36], [-0.06, 0.43, 2.12], [-1.53, 0.89, -0.83], [0.76, -1.57, -1.60], [0.81, 1.45, -0.97], [-0.37, -2.00, 0.61], [-0.07, -0.28, -0.35], [0.70, 1.29, 1.27], [-0.80, -0.59, -0.57], [0.69, -0.62, 0.17], [0.17, 0.11, -0.23], [0.11, -0.06, 0.09], [-0.14, 0.16, -0.15], [-0.74, 0.05, -0.16], [0.09, 1.12, 0.52], [-1.01, -0.31, -0.26], [1.78, -0.39, -0.06], [-0.10, -0.22, -0.56], [0.16, 0.29, -0.01], [-1.07, -1.02, -0.12], [0.03, 0.09, 0.23], [0.14, 0.44, 0.28], [-0.83, 0.39, -0.31], [1.66, -0.30, 2.24], [0.31, -2.55, -0.27], [-0.69, 2.21, -0.53], [-0.04, 0.41, -0.11], [-0.37, 0.00, 0.13], [0.61, -0.30, -0.51], [-0.59, 0.13, -0.56], [-0.08, -0.30, -1.05], [0.91, -0.42, 0.28], [-0.58, 0.01, 0.13], [0.53, -0.61, 0.50], [-0.17, 0.74, 0.06], [0.16, 0.04, 0.16], [-0.44, -0.06, -0.11], [-0.27, 0.59, 0.05], [0.46, -0.01, 0.29], [0.03, 0.33, -0.49], [-0.54, 0.12, 0.18], [0.04, -0.14, 0.56], [0.46, -0.01, 0.12], [-0.08, -0.03, -0.04], [-0.08, -0.23, -0.31], [-0.18, 0.05, -0.19], [1.41, 0.10, -0.72], [-0.83, -0.53, 0.84], [-0.25, 1.78, 0.16], [-0.37, -0.65, -0.19], [-0.11, 0.15, 0.14], [-0.21, 0.04, -0.07], [0.11, -0.03, 0.04], [-0.26, -0.05, -0.24], [0.64, -0.33, -0.14], [-0.12, -0.33, -0.11], [-0.38, -0.21, 0.40], [0.19, 0.00, -0.05], [-0.77, 1.58, -0.54], [0.39, 0.39, -1.99], [-0.59, -1.82, 2.51], [0.22, 0.25, 0.24], [-0.29, 0.06, 0.20], [0.58, -0.55, -0.19], [-0.06, 0.03, 0.17], [0.13, -0.06, 0.00], [0.39, -0.15, -0.34], [-0.13, -0.11, 0.22], [-0.19, -2.69, 2.57], [1.71, 2.38, -2.87], [-1.39, 0.43, 0.73], [-0.30, 0.38, -0.38], [0.19, -0.21, 0.28], [-0.35, -0.07, 0.28], [0.43, 0.05, -0.42], [0.07, -0.26, -0.40], [1.65, 0.20, -0.12], [-0.33, 2.54, 1.55], [-1.63, -3.22, -1.43], [0.03, -0.12, -0.03], [-0.46, 0.01, 0.17], [0.47, 0.80, -0.09], [0.11, 0.18, 0.16], [0.05, -0.25, -0.09], [0.06, 0.19, -0.17]],
  "lowdin_charge": [1.00, -0.28, -0.27, -0.26, -0.29, -0.28, -0.30, 0.54, -0.65, -0.66, 0.53, 0.07, 0.03, 0.04, 0.06, 0.56, -0.66, -0.62, 0.54, 0.06, 0.04, 0.06, 0.04, 0.56, -0.71, -0.72, 0.64, 0.04, 0.04, 0.04, 0.04, 0.54, -0.60, -0.62, 0.50, 0.07, 0.03, 0.03, 0.07, 0.49, -0.60, -0.63, 0.56, 0.06, 0.05, 0.07, 0.04, -0.03, -0.49, -0.09, -0.07, 0.08, 0.06, 0.08, 0.11, 0.05, 0.09, 0.06, 0.04, 0.03, -0.62, 0.17, -0.02, 0.10, 0.10, 0.08, 0.07, 0.07, 0.01, -0.67, 0.18, -0.01, 0.13, 0.06, 0.08, 0.08, 0.08, 0.00, -0.62, 0.18, 0.00, 0.06, 0.08, 0.03, 0.09, 0.07],
  "gap_ev": 8.49,
  "charge": -1,
  "homo_energy_ha": -0.2595
}

{
  "formula": "C19H43LaN2O2P3",
  "method": "ωB97M-V/def2-TZVPD",
  "elements": ["La", "P", "P", "P", "H", "C", "C", "H", "C", "C", "C", "C", "C", "C", "C", "C", "C", "H", "H", "H", "H", "H", "H", "H", "H", "H", "H", "H", "H", "H", "H", "H", "H", "H", "H", "H", "H", "H", "H", "H", "H", "H", "H", "H", "H", "H", "C", "C", "C", "C", "C", "C", "O", "H", "H", "H", "H", "H", "H", "C", "N", "C", "N", "O", "H", "H", "H", "H", "H", "H"],
  "positions_angstrom": [[-0.076, -0.235, 0.334], [0.760, -2.987, -0.425], [2.689, -0.053, 1.484], [-2.906, 0.454, 0.122], [2.230, 3.961, -0.237], [1.201, 4.257, -0.011], [0.782, 4.613, 1.222], [1.478, 4.796, 2.044], [1.610, -2.432, -1.958], [1.842, -4.345, 0.176], [-0.657, -3.897, -1.166], [3.141, 1.482, 2.364], [3.281, -1.289, 2.698], [4.041, -0.136, 0.253], [-3.376, 2.094, 0.786], [-4.280, -0.527, 0.823], [-3.280, 0.591, -1.660], [0.469, 4.071, -0.806], [-0.255, 4.914, 1.406], [1.362, -3.102, -2.806], [2.707, -2.334, -1.893], [1.225, -1.425, -2.239], [1.817, -5.223, -0.486], [1.487, -4.681, 1.163], [2.902, -4.042, 0.255], [-0.291, -4.802, -1.671], [-1.204, -3.300, -1.912], [-1.329, -4.208, -0.352], [4.205, 1.740, 2.210], [2.917, 1.336, 3.428], [2.499, 2.284, 1.973], [4.376, -1.394, 2.664], [2.825, -2.262, 2.480], [2.962, -0.960, 3.698], [5.038, -0.114, 0.722], [3.943, 0.716, -0.430], [3.879, -1.064, -0.308], [-4.093, 2.595, 0.115], [-2.467, 2.701, 0.887], [-3.812, 1.981, 1.789], [-5.204, -0.252, 0.295], [-4.406, -0.325, 1.898], [-4.088, -1.603, 0.700], [-4.345, 0.848, -1.778], [-3.105, -0.403, -2.101], [-2.599, 1.291, -2.171], [-0.271, 1.180, -3.644], [0.647, 0.641, -4.568], [0.425, 0.897, -5.922], [-0.538, 1.829, -6.321], [-1.283, 2.506, -5.349], [-1.133, 2.212, -3.980], [-0.270, 0.617, -2.321], [0.666, 0.317, -2.213], [1.481, 0.034, -4.205], [1.066, 0.378, -6.639], [-0.706, 2.030, -7.368], [-1.975, 3.282, -5.682], [-1.615, 2.799, -3.180], [-0.136, 0.386, 5.159], [-1.131, -0.619, 4.773], [-1.358, -1.117, 3.571], [-2.344, -2.067, 3.493], [-0.744, -0.765, 2.478], [0.375, 0.853, 4.318], [0.623, -0.044, 5.815], [-0.614, 1.196, 5.718], [-1.705, -1.036, 5.513], [-2.547, -2.477, 2.611], [-2.805, -2.365, 4.361]],
  "forces_ev_per_a": [[-0.22, 0.04, 0.10], [0.54, -1.20, -0.95], [2.06, 0.34, 0.78], [-1.51, 0.82, 0.16], [-0.21, 0.43, 0.15], [-0.68, -0.98, 0.87], [0.34, 0.31, -0.81], [-0.15, -0.15, -0.27], [0.06, 0.52, -0.63], [0.15, -0.12, 0.62], [-0.18, -0.09, 0.31], [-0.49, 0.40, -0.12], [-0.53, -0.46, 0.08], [-0.53, -0.08, -0.50], [0.43, 0.31, 0.12], [0.09, -0.61, -0.08], [-0.02, -0.53, -0.03], [0.30, 0.44, 0.14], [0.34, -0.25, -0.11], [0.18, 0.34, 0.46], [-0.46, -0.18, 0.19], [0.20, -0.63, -0.11], [-0.19, 0.41, -0.05], [0.22, 0.13, -0.29], [-0.54, 0.09, 0.07], [-0.02, 0.27, 0.14], [0.11, -0.05, 0.33], [0.02, 0.04, -0.37], [-0.53, -0.18, 0.18], [0.17, 0.25, -0.22], [0.38, 0.10, 0.25], [-0.39, 0.18, 0.03], [0.20, 0.06, 0.21], [0.15, -0.28, -0.26], [-0.48, -0.09, -0.11], [0.16, -0.17, -0.01], [0.46, 0.17, -0.06], [0.27, -0.18, 0.32], [-0.34, 0.21, -0.08], [0.11, 0.06, -0.37], [0.20, -0.16, 0.20], [0.14, 0.02, -0.40], [-0.30, 0.25, -0.07], [0.47, 0.06, -0.14], [-0.17, 0.28, -0.09], [-0.60, -0.22, 0.34], [0.74, 0.07, -0.99], [-1.26, 0.11, 0.40], [0.63, 0.18, 0.22], [-0.20, -0.31, 0.82], [0.28, 0.07, -0.08], [-0.06, -0.14, 0.12], [1.58, 0.06, 1.20], [-0.67, 0.42, -0.72], [-0.33, -0.17, -0.33], [-0.24, 0.36, 0.06], [0.03, 0.03, -0.03], [0.20, -0.19, 0.30], [-0.04, -0.41, -0.67], [0.13, 0.39, 0.47], [0.21, 0.08, -0.08], [-0.92, -0.91, -0.74], [1.04, 1.21, 1.19], [-0.29, -0.09, 0.97], [-0.29, -0.35, -0.24], [-0.12, -0.16, -0.10], [-0.10, -0.22, -0.12], [0.53, 0.50, -0.22], [-0.26, -0.38, -0.29], [0.17, -0.05, -1.04]],
  "nbo_charge": [2.14, 0.65, 0.63, 0.62, 0.20, -0.41, -0.38, 0.22, -0.93, -0.92, -0.92, -0.92, -0.91, -0.91, -0.91, -0.91, -0.92, 0.19, 0.21, 0.29, 0.27, 0.19, 0.28, 0.27, 0.27, 0.28, 0.26, 0.25, 0.28, 0.25, 0.25, 0.27, 0.24, 0.25, 0.28, 0.25, 0.23, 0.28, 0.24, 0.26, 0.28, 0.26, 0.24, 0.27, 0.25, 0.26, 0.26, -0.28, -0.16, -0.18, -0.16, -0.28, -0.77, 0.46, 0.21, 0.25, 0.25, 0.25, 0.23, -0.43, -0.54, 0.83, -0.78, -0.92, 0.22, 0.24, 0.25, 0.43, 0.42, 0.43],
  "gap_ev": 6.57,
  "charge": 3,
  "homo_energy_ha": -0.5977
}